Density functional theory data (ωB97M-V/def2-TZVPD) for a cluster of 19 separate species, C27H97N19O19 in total in a non-equilibrium geometry.

The geometry in XYZ format:
```
162
Properties=species:S:1:pos:R:3:forces:R:3
O -19.298 -18.937 -14.050 0.31 -0.65 0.54
H -23.358 -24.627 -10.763 0.27 -0.66 0.55
H -24.998 -18.335 -11.242 -0.04 0.15 0.03
H -22.740 -13.685 -18.095 -0.04 0.12 0.22
H -24.123 -23.057 -12.002 -0.16 -0.05 -0.25
H -14.949 -21.940 -15.087 -0.05 0.12 0.03
H -17.664 -15.668 -12.192 0.84 0.12 -0.04
N -24.026 -18.225 -11.465 -1.00 0.28 -0.04
O -20.963 -16.869 -12.932 -0.37 0.37 -0.05
N -15.805 -22.177 -14.623 0.05 0.69 0.49
C -20.791 -23.765 -7.753 -0.20 0.79 -0.90
O -21.979 -26.402 -15.795 0.70 -0.29 0.32
H -15.053 -21.454 -11.564 -0.02 -0.33 0.15
H -20.996 -17.836 -12.968 -0.07 0.07 0.18
N -23.264 -22.970 -12.516 -0.51 -0.05 -0.08
H -18.673 -14.597 -11.824 0.05 0.41 0.50
C -23.222 -19.311 -11.453 1.38 0.94 0.36
H -21.093 -17.419 -19.000 -0.08 -0.01 0.05
H -14.569 -12.330 -13.104 -0.26 -0.25 0.04
H -18.635 -16.880 -10.198 0.10 0.15 -0.09
H -22.064 -23.396 -15.366 0.37 0.33 -0.59
H -17.608 -14.107 -14.386 0.71 0.24 -0.21
C -18.662 -19.684 -13.001 -1.22 -0.16 1.15
N -19.301 -21.948 -13.762 0.03 -0.35 1.48
H -17.949 -19.824 -16.544 0.02 -0.19 0.31
H -12.866 -20.983 -11.231 -0.06 -0.28 -0.05
H -13.775 -17.561 -13.275 0.27 -0.35 0.17
H -16.606 -21.567 -14.629 0.25 -0.08 -0.40
H -22.906 -22.119 -5.847 -0.02 -0.07 0.06
N -20.819 -26.269 -13.852 0.51 -1.44 -0.31
H -15.238 -16.854 -15.085 -0.22 -0.05 0.00
H -19.282 -14.718 -16.247 0.02 -0.51 0.33
N -22.406 -24.523 -11.064 -0.46 0.22 -0.47
O -14.436 -19.140 -12.101 0.02 0.49 0.11
H -14.244 -10.779 -12.429 -0.37 0.26 0.17
O -22.030 -19.234 -11.762 -0.62 -0.66 -0.14
H -15.442 -21.063 -8.480 0.50 0.08 -0.09
H -16.355 -19.221 -15.379 0.38 -0.01 -0.24
H -14.827 -19.258 -15.549 0.01 0.03 0.02
H -13.992 -17.214 -11.533 -0.08 0.22 -0.05
H -15.371 -22.581 -9.488 0.35 0.05 0.52
H -20.559 -20.644 -12.833 -0.15 0.40 1.11
H -17.650 -16.829 -16.805 -0.19 -0.05 -0.15
C -22.236 -23.765 -12.167 1.90 1.11 -0.07
C -20.706 -21.279 -7.102 0.16 -0.61 -0.64
H -17.794 -17.904 -15.002 0.22 -0.01 0.31
O -17.541 -15.863 -16.751 0.17 0.09 -0.05
H -18.607 -23.821 -16.725 -0.21 0.17 -0.12
H -20.920 -24.830 -18.850 -0.52 0.14 -0.54
H -17.637 -19.974 -13.250 0.12 0.07 -0.03
O -19.409 -16.667 -10.728 -0.31 -0.14 0.43
H -15.377 -17.398 -12.693 -0.03 0.18 0.34
H -23.328 -21.306 -11.151 -0.29 0.12 0.18
C -15.203 -19.450 -10.965 0.42 -1.35 0.51
H -21.429 -20.885 -7.823 -0.44 0.18 0.47
H -20.106 -26.818 -13.406 0.16 1.01 0.99
H -19.852 -21.613 -4.499 -0.41 0.02 -0.04
O -16.176 -11.437 -12.078 0.08 0.23 0.38
H -24.334 -18.162 -14.301 0.42 0.55 -0.56
H -17.235 -15.605 -17.628 0.08 0.02 0.07
H -15.011 -18.873 -10.050 0.48 0.54 -0.28
H -17.856 -23.062 -13.387 0.57 -0.15 -0.66
C -19.526 -20.932 -12.658 0.85 0.20 -2.34
C -14.801 -11.698 -12.241 0.52 0.03 -0.18
H -22.412 -19.704 -14.138 -0.43 0.32 0.36
H -20.996 -18.667 -15.749 0.03 -0.23 0.22
H -23.256 -23.114 -16.735 0.11 -0.47 -0.07
C -19.649 -20.674 -5.022 0.69 -0.75 -0.28
O -15.358 -15.937 -14.801 0.02 0.39 0.18
H -16.102 -15.617 -15.331 0.14 -0.15 -0.09
H -23.635 -23.887 -15.109 -0.62 0.12 -0.51
C -22.818 -19.485 -15.136 1.01 -0.20 1.12
N -20.241 -14.902 -16.479 -1.62 0.90 -0.73
C -21.135 -22.693 -6.681 1.83 -1.41 -1.15
H -22.691 -23.739 -5.949 -0.17 0.04 0.03
N -20.902 -28.253 -15.024 0.55 0.14 0.68
H -20.724 -19.687 -19.310 -0.12 0.27 0.06
H -16.364 -12.704 -10.441 0.26 -0.27 -0.11
H -22.937 -20.726 -16.845 -0.46 -0.38 -0.06
C -24.236 -18.981 -15.017 -0.83 -0.86 1.10
H -18.657 -19.030 -12.122 0.26 0.01 0.11
H -24.757 -20.347 -10.668 -0.08 -0.62 0.10
O -19.253 -22.234 -18.591 -0.47 -0.44 0.61
H -22.072 -17.643 -15.096 0.21 0.12 -0.05
O -20.538 -12.756 -17.165 -0.39 -0.05 -0.36
N -19.414 -24.103 -17.267 0.88 0.29 1.07
H -23.281 -22.431 -13.388 0.21 -0.05 0.16
C -18.624 -17.717 -14.322 0.13 0.04 -1.17
H -17.185 -24.672 -13.242 0.20 0.08 0.14
H -19.318 -17.103 -14.896 0.01 0.13 0.39
C -17.679 -13.325 -13.625 -0.18 -0.54 0.11
H -19.565 -20.469 -18.321 -0.05 0.03 -0.26
O -18.575 -18.446 -17.336 -0.80 0.49 0.04
H -18.325 -22.252 -11.423 0.19 0.22 0.14
H -18.754 -13.405 -13.435 -0.06 0.66 0.33
O -21.105 -23.681 -12.703 -1.72 -0.94 0.18
C -21.238 -26.934 -14.952 -2.23 1.21 -1.47
H -16.621 -21.446 -9.731 -0.10 0.12 0.36
H -21.003 -18.236 -10.139 -0.08 -0.24 0.00
C -19.822 -23.277 -18.260 0.70 0.01 -1.42
N -22.553 -22.864 -6.439 -0.06 0.65 0.49
H -20.174 -28.528 -14.388 0.04 -0.61 -0.27
H -21.025 -28.758 -15.882 0.03 0.16 -0.07
H -17.426 -12.327 -13.976 0.02 -0.15 -0.29
H -20.439 -23.042 -5.906 -0.49 0.53 0.76
C -16.843 -12.493 -11.402 0.07 -0.41 -0.68
N -17.079 -23.719 -13.542 -0.41 -0.46 0.82
C -23.081 -23.129 -15.664 0.00 0.03 0.97
H -21.163 -23.358 -19.816 0.06 -0.18 -0.09
C -14.816 -20.910 -10.646 0.54 0.07 0.48
H -23.697 -17.282 -11.572 0.48 -0.19 -0.15
H -24.840 -19.710 -14.461 0.09 -0.40 -0.37
C -15.554 -21.507 -9.466 -1.77 -0.44 -1.24
H -15.929 -14.099 -12.569 0.05 0.02 0.00
H -19.953 -16.452 -18.119 -0.07 -0.04 0.01
H -14.375 -12.161 -11.346 -0.01 -0.07 0.05
N -22.178 -14.319 -17.558 -0.20 0.05 -0.16
N -23.809 -20.436 -10.978 0.19 0.13 -0.27
H -21.105 -25.320 -13.628 0.58 -0.15 -0.03
H -20.422 -16.677 -12.148 -0.07 -0.22 -0.46
N -20.044 -19.610 -18.579 0.13 -0.63 0.63
C -22.647 -20.848 -15.790 -0.40 1.27 -1.61
H -24.763 -18.801 -15.952 0.29 0.25 -0.13
C -15.855 -23.385 -14.034 0.62 -1.23 -1.12
H -21.059 -24.763 -7.405 -0.22 0.06 0.04
H -19.791 -21.278 -7.711 0.33 -0.61 0.29
H -18.268 -20.226 -15.083 0.12 0.02 -0.79
H -13.090 -20.255 -9.871 0.12 -0.26 0.40
H -20.816 -19.278 -9.044 0.00 0.01 -0.01
H -20.003 -16.211 -10.118 0.14 -0.08 0.11
O -20.548 -20.363 -6.059 -0.92 0.67 0.72
N -21.981 -18.428 -15.733 -0.56 -0.13 -0.45
H -18.636 -20.808 -5.419 0.13 0.23 -0.05
O -23.429 -21.838 -15.137 0.82 -0.06 -0.17
H -19.108 -20.922 -10.482 0.19 0.13 -0.09
C -16.926 -13.724 -12.342 -0.99 0.20 -0.14
C -19.613 -18.457 -18.035 0.78 -0.69 -1.11
O -21.202 -18.414 -9.210 0.04 0.22 0.22
H -20.046 -22.270 -11.105 0.10 -0.07 0.19
O -17.659 -20.433 -15.819 -0.36 0.35 0.09
C -19.201 -21.614 -11.318 -0.85 0.22 -0.69
C -14.386 -17.757 -12.396 -0.52 0.06 -0.17
H -19.755 -23.827 -8.095 0.16 0.31 0.45
H -22.574 -15.191 -17.257 -0.10 0.01 -0.10
H -21.365 -23.511 -8.650 -0.17 -0.33 -0.02
N -20.284 -17.360 -18.414 0.25 0.85 0.25
O -14.905 -24.176 -14.113 -0.63 0.34 0.53
H -21.581 -21.076 -15.904 0.10 -0.37 0.70
H -20.042 -24.728 -16.797 -0.35 -0.18 -0.07
H -17.848 -12.150 -11.147 -0.07 0.12 -0.27
C -20.974 -13.887 -17.062 1.15 -0.03 0.36
H -19.893 -22.735 -13.445 0.43 0.60 -0.83
O -15.560 -18.647 -15.430 -0.03 -0.24 0.03
N -13.371 -21.110 -10.355 -0.12 1.14 -0.72
H -21.642 -25.137 -10.846 -0.31 -0.20 0.31
N -17.683 -14.788 -11.681 -0.33 -0.38 0.23
H -19.638 -19.891 -4.269 -0.20 0.26 -0.27
H -20.792 -15.730 -16.342 0.93 -0.52 0.55
H -18.258 -17.186 -13.443 -0.26 -0.18 0.13
H -16.286 -19.372 -11.118 -0.07 0.02 -0.39
N -20.810 -23.842 -19.013 -0.19 -0.06 0.76
H -19.656 -21.647 -14.662 -0.10 0.18 0.09
```
Positions in Å, forces in eV/Å.

Its lowest unoccupied orbital energy is -0.2 eV. The calculation puts the orbital gap at 8.544 eV. The value obtained for the highest occupied orbital energy is -8.74 eV. The maximum force comes out at 2.93 eV Å⁻¹. The spin multiplicity is 1.

=====

Density functional theory data (ωB97M-V/def2-TZVPD) for a cluster of 31 separate species, C28H115FO33S2 in total in a non-equilibrium geometry.

The geometry in XYZ format:
```
179
Properties=species:S:1:pos:R:3:forces:R:3
C -2.123 -2.430 1.620 0.44 -0.10 -0.07
H -0.982 -3.143 6.319 -0.04 -0.06 0.03
H 1.206 4.578 -2.979 -0.15 -0.21 0.15
O 5.325 -4.566 -3.774 0.18 0.08 -0.14
S 1.642 2.217 -1.499 0.03 -0.47 0.51
H -0.285 2.750 4.164 -0.49 0.16 0.18
H -3.154 4.761 3.946 -0.03 -0.04 0.02
O 2.644 -3.369 3.077 -0.24 0.05 0.20
H -3.256 -2.677 6.944 -0.19 -0.04 -0.19
C 2.631 5.420 0.401 0.65 -0.16 -1.01
O -3.820 -6.406 -0.255 0.03 0.18 0.07
H 3.924 7.032 5.207 -0.05 0.05 0.11
O -0.320 -0.261 -5.094 -0.04 -0.18 -0.40
H 0.060 5.787 -3.507 -0.12 -0.07 0.10
H -3.890 4.246 -0.919 -0.01 0.02 0.06
H -1.715 -3.966 -1.193 -0.07 -0.07 0.00
O -1.735 2.929 -5.796 0.08 -0.07 -0.08
H 0.247 1.383 0.168 0.12 0.06 -0.01
H -1.969 -0.078 2.556 -0.05 0.17 0.04
H 3.327 4.035 2.334 0.27 0.22 0.18
H 0.681 4.608 3.235 -0.03 -0.18 -0.24
C 1.755 2.756 3.648 0.02 -0.12 -0.54
H -0.262 -0.909 4.846 0.00 0.05 0.17
O -1.318 -10.143 -3.420 0.02 -0.18 -0.07
H 4.624 -5.602 -5.665 -0.14 -0.17 0.08
C -1.540 -2.965 -0.793 0.52 -0.10 -0.20
H -4.326 -8.510 -4.014 0.05 0.00 -0.04
H 2.204 -4.708 1.581 0.23 0.04 -0.01
O 2.269 3.636 -1.133 -0.35 -0.06 -0.28
O -1.299 7.310 -4.604 -0.01 -0.05 -0.11
H -5.712 0.047 7.462 0.06 -0.04 -0.02
H 2.554 6.218 -0.345 -0.09 0.06 0.07
H 3.096 6.020 -2.772 0.06 0.02 -0.06
O 2.475 1.207 -0.903 -0.04 0.22 -0.01
H -1.160 0.133 -1.009 -0.03 0.05 0.10
H -2.559 5.494 2.755 -0.07 -0.03 0.02
H 3.653 5.038 0.313 -0.11 0.02 -0.11
H -2.532 2.542 0.371 0.02 0.00 0.07
H -2.164 -2.771 3.724 0.45 -0.08 0.14
O 2.532 -5.313 0.900 -0.08 -0.09 0.11
H -3.944 -3.976 -1.273 -0.06 0.19 -0.01
O 5.051 2.578 1.518 -0.10 -0.07 -0.09
H -5.136 -1.367 2.274 0.07 -0.04 -0.03
H -1.102 -10.612 -2.607 -0.07 0.07 -0.01
C 1.354 -5.277 -2.005 0.51 -0.26 -0.23
H 2.511 8.792 6.158 0.07 -0.06 0.03
H 1.762 3.544 0.851 0.03 0.12 -0.05
O -3.202 4.814 2.987 0.11 0.11 0.06
H -2.445 4.213 0.817 0.41 -0.10 0.11
C 0.019 5.531 -1.408 0.20 0.12 0.46
H -2.894 -6.155 -0.162 -0.03 -0.08 -0.06
H 4.654 0.831 -6.361 0.08 0.00 -0.01
C 0.015 2.105 -0.611 -0.06 0.36 -0.30
C -0.288 -3.022 -3.084 0.04 0.50 -0.02
O -1.683 -3.562 -6.208 0.07 0.02 0.01
H -0.550 -2.365 3.137 0.14 0.01 -0.05
H -4.276 -3.615 5.033 0.06 0.02 -0.06
H -1.355 -4.274 -5.648 -0.05 0.04 -0.02
H 3.198 6.761 1.921 0.04 0.05 -0.11
C 2.043 -4.021 -2.522 -0.57 0.35 -0.10
C 1.656 4.263 3.596 0.05 0.16 1.00
H -5.844 -0.909 1.001 0.04 0.00 0.02
H -8.661 -4.295 5.502 -0.02 0.06 0.01
H -2.485 -1.512 1.149 0.00 -0.01 0.08
H 0.033 5.308 0.690 -0.13 -0.01 -0.02
H 2.657 2.464 4.188 0.16 0.03 -0.17
H 1.509 6.368 1.981 -0.02 -0.04 0.01
H 6.665 6.225 0.029 0.21 -0.25 0.15
H -4.152 -5.876 -0.989 0.01 -0.23 -0.09
H -2.981 -3.106 1.666 -0.12 0.17 -0.03
H -1.007 2.959 -6.425 -0.02 0.04 0.03
H -3.041 -2.471 8.445 0.06 -0.04 -0.04
O -5.460 -0.574 6.770 -0.07 0.12 0.02
O -7.281 -1.857 4.880 0.20 0.30 -0.07
H 1.940 -3.122 3.694 0.08 -0.06 -0.10
H -0.863 -6.569 -4.193 -0.15 -0.20 0.00
H -0.995 -10.715 -4.125 0.01 0.07 0.01
H 2.080 -5.739 -1.340 -0.25 -0.02 0.21
H 0.292 -3.972 6.394 -0.10 0.01 -0.02
H 4.381 -5.719 -7.164 0.01 -0.04 0.05
H -2.493 -2.435 -0.838 -0.12 0.01 0.10
H 1.608 -7.185 -2.954 0.14 0.02 -0.21
H -7.343 -3.566 -2.845 0.02 -0.05 -0.04
H 0.485 -5.023 -1.397 -0.11 -0.04 0.03
H 3.421 -5.545 1.184 -0.05 0.06 0.01
S -1.066 1.228 -1.763 -0.27 -0.01 -0.03
C -1.607 -2.128 3.041 -0.91 -0.05 -0.23
H -3.012 -9.244 -4.275 0.04 0.06 0.11
H 3.330 -3.759 3.628 -0.01 0.04 0.02
H -0.779 -3.992 -3.066 0.11 -0.23 0.01
H 3.603 -1.906 -4.898 -0.05 -0.13 0.06
H 3.136 -2.200 -6.319 -0.05 -0.07 0.09
H 1.739 4.629 4.624 -0.35 0.09 0.06
H -4.903 -2.237 5.218 0.01 -0.02 0.06
H 1.292 -5.875 -4.086 0.12 -0.04 -0.04
H -1.108 -6.149 -2.517 0.04 0.08 0.07
H 5.306 7.436 -0.719 -0.14 -0.08 0.05
H -7.482 -2.022 5.810 -0.06 -0.15 -0.03
C -0.472 -6.730 -3.187 0.11 0.64 -0.18
H 3.545 7.468 -2.597 0.16 0.03 -0.08
C -1.098 -3.078 0.678 -0.39 -0.34 0.09
O -7.019 -4.089 -3.584 -0.03 0.03 0.01
O 3.840 -2.400 -5.692 0.11 0.19 -0.23
H 3.420 9.946 6.594 0.02 -0.04 -0.04
C 1.194 -3.110 -3.431 0.08 0.03 0.29
O -4.455 -3.962 -2.091 0.02 0.00 0.13
F -0.731 3.978 -3.109 0.19 -0.04 0.07
H 0.741 1.917 5.327 -0.17 -0.02 0.03
O -9.087 -3.686 6.115 0.06 -0.08 0.16
H 2.912 -4.335 -3.078 0.48 0.00 -0.17
H -0.533 0.296 -4.342 0.07 0.19 0.28
O 6.880 3.229 -1.039 -0.15 0.14 -0.19
H -0.946 6.029 -1.326 -0.10 -0.11 -0.11
H 5.726 8.894 -0.965 -0.11 0.00 -0.04
C -0.558 -2.262 -1.761 -0.52 0.01 -0.38
H -3.055 3.077 -1.897 0.15 0.01 -0.06
H 1.133 0.203 3.410 0.04 0.03 -0.34
C 0.216 0.772 3.573 -0.25 -0.17 0.21
C 0.559 2.079 4.260 0.07 -0.19 0.34
O 4.822 -6.155 -6.428 0.02 0.16 -0.07
H -0.748 -2.459 -3.898 -0.12 -0.02 0.11
H -4.207 -3.127 -2.503 0.02 -0.06 -0.11
O -3.716 -8.753 -4.718 -0.04 -0.05 0.00
H 1.872 2.385 2.621 0.11 -0.07 0.01
H -0.263 1.025 2.617 0.45 -0.11 -0.11
C -0.783 -0.087 4.352 -0.33 0.05 0.14
C -0.588 3.389 0.072 -0.06 -0.15 0.13
H 0.744 6.350 -1.348 -0.02 0.01 -0.04
H 4.520 2.237 0.788 -0.02 -0.03 0.02
H -5.824 -0.197 5.959 -0.05 -0.06 0.03
H 1.586 -2.092 -3.321 0.05 0.04 -0.23
H -0.709 0.203 -5.846 -0.03 -0.01 0.13
H 3.487 5.313 3.551 0.47 -0.20 0.31
H 5.366 3.441 1.228 0.07 -0.03 0.07
H -0.092 -2.688 0.838 0.01 0.26 -0.10
H 6.053 4.847 -0.219 0.27 -0.05 -0.14
H -1.342 3.193 -4.955 0.04 0.04 0.15
H 7.451 3.501 -1.766 0.01 -0.03 0.04
O -4.984 -1.179 1.341 -0.19 0.06 0.00
H 5.871 -4.147 -3.101 -0.08 -0.08 0.04
O -0.248 -3.465 5.777 0.15 0.01 0.09
O 5.498 0.404 -6.547 -0.13 -0.03 -0.02
H 5.269 -0.528 -6.655 0.01 -0.03 0.12
H -1.742 6.614 -5.103 -0.01 0.05 0.03
H 5.711 -4.267 -4.607 -0.01 0.10 0.07
O 5.970 5.636 0.341 -0.17 0.30 -0.12
O 3.435 9.041 6.266 -0.04 0.14 0.02
H -0.612 -7.766 -2.931 -0.05 -0.41 -0.01
H -9.061 -4.135 6.967 -0.08 0.00 -0.06
H -6.143 -4.373 -3.298 -0.03 0.01 0.05
C -2.134 3.506 0.043 0.11 0.11 -0.24
H -1.362 -2.757 -5.785 0.01 0.00 -0.03
H -8.141 -1.658 4.496 0.04 -0.09 -0.04
O 5.268 8.150 -1.369 0.02 -0.04 0.03
H -1.227 0.524 5.144 -0.02 0.00 -0.02
H -2.854 -0.608 3.962 -0.02 -0.14 0.01
O -4.050 -2.681 5.114 -0.22 -0.07 0.09
O 3.436 6.283 5.571 0.08 0.00 0.10
H -0.382 3.197 1.133 -0.05 -0.11 0.00
O 1.460 2.217 -2.912 0.19 0.06 -0.15
C -2.894 3.912 -1.220 -0.44 -0.12 -0.12
C 0.215 4.979 -2.790 -0.03 0.47 -0.72
H 1.308 -3.365 -4.486 -0.01 -0.18 0.00
O -2.839 -3.074 7.724 0.18 0.10 0.03
C -1.885 -0.679 3.466 0.27 -0.06 -0.09
H -1.035 -4.141 0.933 0.18 0.05 0.08
C 1.007 -6.292 -3.119 -0.44 0.09 0.32
H -0.635 7.661 -5.207 -0.04 0.00 0.04
C 1.710 4.282 0.035 0.03 -0.13 1.04
C 2.500 5.931 1.804 -0.43 0.45 0.44
C 0.246 4.653 -0.161 0.03 0.26 -0.41
H 2.403 -3.422 -1.681 -0.01 -0.15 0.13
O 3.094 6.876 -3.215 -0.15 -0.08 0.18
H -2.455 4.715 -1.797 0.08 0.05 0.09
H 0.383 -2.013 -1.268 0.05 -0.12 0.10
H 3.802 6.183 6.456 -0.05 0.03 -0.02
C 2.818 4.859 2.846 0.16 0.16 -0.82
H 6.271 2.596 -1.439 0.03 -0.04 0.10
H -1.008 -1.307 -2.056 0.31 -0.42 0.07
```
Positions in Å, forces in eV/Å.

Its lowest unoccupied orbital energy is -0.2 eV. The calculation puts the orbital gap at 9.152 eV. The value obtained for the highest occupied orbital energy is -9.37 eV. The maximum force comes out at 1.21 eV Å⁻¹. The spin multiplicity is 1.